1.
28
Properties=species:S:1:pos:R:3:mulliken_charge:R:1 method="wB97M-V/def2-TZVPD" homo_ev=-4.31 total_charge=-1 multiplicity=1 relative_energy_kj_mol=24.9
Cu 0.120 -0.830 -0.057 -1.00
O 5.663 2.027 0.029 -0.53
C 4.459 1.400 0.008 1.16
C 4.324 0.023 0.098 -0.67
C 3.051 -0.510 0.066 -0.43
N 1.941 0.234 -0.044 -0.29
C 2.105 1.544 -0.131 0.19
Br 0.549 2.595 -0.301 -0.13
C 3.331 2.192 -0.111 -0.48
H 6.361 1.372 0.114 0.29
H 5.185 -0.629 0.189 0.31
H 2.865 -1.576 0.127 0.52
H 3.404 3.266 -0.186 0.40
N -7.098 0.847 0.071 -0.57
C -5.980 0.570 0.043 0.06
C -4.573 0.237 0.010 0.48
C -3.812 0.514 -1.122 -0.62
C -2.458 0.215 -1.130 0.32
C -1.784 -0.378 -0.044 -0.28
C -2.604 -0.650 1.070 0.22
C -3.959 -0.356 1.112 -0.66
H -4.288 0.968 -1.984 0.38
H -1.902 0.464 -2.030 0.34
H -2.172 -1.120 1.948 0.33
H -4.551 -0.582 1.992 0.39
S 0.208 -5.376 0.215 -0.48
C 0.637 -3.788 0.075 0.25
N 0.979 -2.672 -0.026 -0.50


2.
144
Properties=species:S:1:pos:R:3:mulliken_charge:R:1 method="wB97M-V/def2-TZVPD" homo_ev=-4.03 total_charge=0 multiplicity=1
C 7.021 -6.616 -2.842 -0.68
O 6.388 -5.360 -2.371 -0.27
C 6.869 -4.205 -3.173 -0.19
C 5.776 -2.963 -3.070 -0.37
C 6.341 -1.646 -2.261 -0.67
C 5.728 -0.211 -2.791 -0.59
C 4.299 0.210 -2.045 -0.41
C 3.258 0.875 -3.125 -0.67
C 2.087 1.830 -2.414 -0.31
C 0.772 1.725 -3.395 -0.41
C -0.068 3.121 -3.576 -0.24
C -1.583 2.923 -4.222 -0.82
C -1.812 1.479 -4.962 0.17
C -3.340 1.246 -5.550 -0.82
C -4.120 -0.034 -4.808 0.30
N -5.327 0.321 -3.985 -0.57
C -5.840 -0.952 -3.373 0.71
C -7.192 -0.801 -2.399 -0.69
C -7.877 -2.110 -1.641 0.81
P -9.468 -1.995 -0.545 0.31
C -10.188 -0.213 -0.546 -0.90
C -10.729 -3.142 -1.486 -0.91
C -7.223 -3.626 -1.784 0.23
C -7.784 -4.979 -1.048 -0.12
O -8.531 -5.908 -1.664 -0.52
N -7.408 -5.242 0.398 -0.24
C -6.738 -4.048 1.050 0.47
O -5.417 -3.772 0.889 -0.39
F -7.528 -3.139 1.960 -0.22
C -5.904 -3.766 -2.749 -0.85
C -5.242 -2.456 -3.540 0.26
N -4.058 -2.738 -4.421 -0.37
C -3.482 -1.509 -5.064 0.20
P -1.940 -1.787 -6.211 0.40
C -2.276 -1.190 -7.994 -1.14
C -1.381 -3.625 -6.146 -0.87
H 6.298 -7.512 -2.532 0.04
H 8.076 -6.806 -2.350 0.54
H 7.141 -6.666 -4.022 0.09
H 7.941 -3.861 -2.817 0.25
H 6.952 -4.512 -4.323 0.23
H 5.551 -2.636 -4.194 0.24
H 4.819 -3.371 -2.515 0.20
H 6.216 -1.758 -1.100 0.24
H 7.517 -1.623 -2.461 0.37
H 6.488 0.666 -2.527 0.26
H 5.601 -0.294 -3.957 0.31
H 4.524 1.021 -1.215 0.29
H 3.790 -0.773 -1.597 0.21
H 3.779 1.452 -4.014 0.23
H 2.682 -0.039 -3.633 0.23
H 2.454 2.925 -2.202 0.30
H 1.817 1.268 -1.397 0.22
H 0.030 0.954 -2.867 0.10
H 1.077 1.207 -4.422 0.26
H 0.573 3.818 -4.298 0.27
H -0.106 3.641 -2.514 0.02
H -1.668 3.750 -5.078 0.19
H -2.428 3.195 -3.446 0.36
H -1.085 1.466 -5.909 0.16
H -1.598 0.536 -4.262 0.05
H -3.385 1.173 -6.730 0.29
H -3.939 2.243 -5.279 0.34
H -7.689 0.252 -2.262 0.03
H -10.039 0.223 0.542 0.27
H -9.653 0.491 -1.337 0.27
H -11.349 -0.233 -0.789 0.29
H -11.312 -3.861 -0.758 0.29
H -10.107 -3.858 -2.211 0.24
H -11.455 -2.528 -2.180 0.35
H -6.642 -5.974 0.347 0.36
H -5.395 -4.831 -2.927 0.23
H -1.607 -1.808 -8.740 0.42
H -1.909 -0.074 -8.056 0.27
H -3.411 -1.210 -8.285 0.32
H -0.782 -3.756 -5.126 0.24
H -2.348 -4.315 -6.034 0.31
H -0.684 -3.950 -7.030 0.35
F -0.773 6.181 0.916 -0.46
Al -1.455 4.531 0.673 0.70
F -0.157 3.425 0.094 -0.38
F -2.774 4.601 -0.551 -0.45
F -2.115 3.919 2.233 -0.38
Br -0.204 1.619 3.879 -0.11
C -0.987 1.741 5.661 -0.67
C -1.566 3.114 5.911 -0.49
Br -0.163 4.412 6.296 -0.09
H -0.205 1.463 6.373 0.32
H -1.774 0.981 5.678 0.41
H -2.200 3.109 6.802 0.35
H -2.139 3.504 5.065 0.32
C 3.429 3.342 5.163 -1.08
C 3.766 4.746 5.652 -0.19
C 5.265 4.956 5.893 -0.77
N 5.714 4.739 7.356 0.35
C 5.277 3.390 7.896 -1.22
C 7.258 4.830 7.417 -0.58
C 7.529 6.295 7.670 -0.63
C 6.468 6.660 8.684 -0.22
C 5.223 5.890 8.266 0.77
H 3.567 2.588 5.940 0.27
H 2.381 3.298 4.846 0.18
H 4.049 3.064 4.306 0.38
H 3.163 4.996 6.531 0.12
H 3.459 5.440 4.861 0.36
H 5.533 5.989 5.643 0.34
H 5.863 4.288 5.264 0.49
H 5.631 2.614 7.210 0.37
H 4.188 3.381 7.984 0.42
H 5.717 3.248 8.888 0.47
H 7.601 4.221 8.260 0.41
H 7.690 4.448 6.488 0.30
H 7.408 6.882 6.753 0.30
H 8.541 6.466 8.049 0.42
H 6.287 7.739 8.721 0.21
H 6.781 6.345 9.687 0.32
H 4.531 6.517 7.697 -1.30
H 4.702 5.465 9.131 0.30
C -1.455 8.208 5.796 0.26
Cl -0.499 7.543 7.144 -0.11
Cl -1.028 9.921 5.554 -0.10
Cl -1.102 7.293 4.308 0.04
Cl -3.190 8.076 6.177 -0.10
C -1.151 -5.435 1.231 -0.42
C -1.811 -4.102 1.138 0.38
O -0.956 -3.369 0.290 -0.20
C -0.381 -4.298 -0.523 0.60
O 0.204 -4.032 -1.560 -0.54
O -0.547 -5.567 -0.040 -0.33
F -1.840 -3.492 2.344 -0.30
H -0.378 -5.471 2.006 0.24
H -1.867 -6.242 1.411 0.30
H -2.819 -4.129 0.709 0.28
Cs 6.345 -8.530 -3.964 0.98
C -1.051 -7.147 -2.663 -0.56
N -0.601 -8.504 -3.073 0.88
O 0.525 -8.600 -3.575 -0.54
O -1.391 -9.436 -2.878 -0.52
H -0.261 -6.429 -2.892 0.24
H -1.957 -6.916 -3.228 0.33
H -1.248 -7.174 -1.590 0.19
Cl -3.555 -0.901 -2.347 -0.34
Na 3.345 8.118 7.562 0.18
Br -2.655 -3.549 -9.209 -0.78


3.
16
Properties=species:S:1:pos:R:3:mulliken_charge:R:1 method="wB97M-V/def2-TZVPD" homo_ev=-7.95 total_charge=0 multiplicity=1 smiles="C=C1C=CC=C1NC=O" relative_energy_kj_mol=527.3
C -0.218 2.008 -0.245 -0.50
C 0.593 0.824 -0.275 0.50
C 2.067 0.768 -0.031 -0.55
C 2.357 -0.677 0.427 -0.38
C 1.079 -1.427 -0.010 -0.53
C 0.048 -0.474 -0.207 0.34
N -1.332 -0.862 -0.579 -0.30
C -2.610 -0.498 -0.048 0.18
O -2.887 0.420 0.765 -0.57
H -0.033 3.225 -0.441 0.28
H -1.379 1.753 0.295 0.16
H 2.606 1.789 0.128 0.29
H 3.369 -1.021 1.081 0.26
H 0.939 -2.588 0.422 0.22
H -1.235 -1.997 -0.772 0.32
H -3.364 -1.242 -0.513 0.29